C28H51BN9PdS | ωB97M-V/def2-TZVPD

Geometry as XYZ:
```
91
Properties=species:S:1:pos:R:3:forces:R:3:mulliken_charge:R:1
Pd 0.895 -1.107 -1.061 -0.053 0.393 0.114 0.393
C -0.516 1.890 -4.878 -0.012 -0.022 0.009 -1.468
C -0.692 0.543 -4.170 0.037 0.005 -0.018 0.866
C 0.621 -0.235 -4.198 -0.072 0.053 0.007 -1.221
C -1.229 0.764 -2.782 0.004 0.076 -0.014 -0.884
C -2.387 1.462 -2.414 0.007 -0.059 0.039 -1.131
C -2.429 1.432 -1.033 0.009 0.044 -0.163 0.035
C -3.547 1.993 -0.197 0.037 0.003 0.088 0.117
C -3.128 3.119 0.753 -0.014 -0.014 -0.043 -1.349
C -4.325 0.888 0.524 0.012 0.021 -0.044 -1.415
N -1.332 0.769 -0.599 0.026 -0.062 0.139 0.521
N -0.612 0.352 -1.688 0.001 0.014 0.123 0.260
B -0.893 0.413 0.873 0.044 0.061 -0.075 2.067
N 0.594 0.887 1.063 -0.058 -0.041 -0.042 0.943
N 1.414 0.820 -0.027 0.037 -0.096 0.105 -0.277
C 2.310 1.812 0.074 -0.062 0.036 -0.050 -0.877
C 2.126 2.449 1.306 0.042 0.103 -0.027 -0.346
C 1.022 1.868 1.887 -0.051 -0.034 0.000 -0.710
C 0.370 2.273 3.178 -0.022 -0.002 -0.023 1.759
C 1.328 2.043 4.349 -0.009 0.014 -0.004 -1.709
C -0.065 3.740 3.119 0.023 -0.022 0.022 -1.612
C 3.097 2.428 -1.073 0.015 -0.009 0.012 1.677
C 3.709 3.762 -0.636 -0.008 -0.047 -0.030 -1.954
C 4.175 1.593 -1.759 0.023 0.021 0.025 -1.360
N -1.083 -1.120 1.072 -0.087 0.074 0.083 1.241
N -0.985 -1.838 -0.070 0.164 -0.093 -0.243 -0.279
C -1.454 -3.063 0.154 0.089 0.028 -0.001 -0.783
C -1.841 -3.147 1.495 -0.122 -0.065 0.004 -0.604
C -1.600 -1.901 2.050 0.099 0.018 -0.051 -0.377
C -1.743 -1.541 3.502 0.003 0.072 0.026 0.250
C -0.373 -1.188 4.091 -0.046 -0.023 -0.041 -1.072
C -2.802 -0.482 3.817 0.025 -0.034 -0.030 -1.431
C -1.633 -4.075 -0.944 0.025 -0.035 0.003 1.104
C -1.397 -5.496 -0.433 0.020 -0.001 -0.048 -1.477
C -0.801 -3.788 -2.192 -0.098 0.118 0.039 -1.078
H -0.174 1.744 -5.903 -0.003 0.004 0.004 0.445
H 0.222 2.500 -4.351 -0.006 0.001 -0.008 0.275
H -1.451 2.447 -4.907 0.007 0.010 -0.005 0.386
H -1.441 -0.032 -4.724 -0.008 -0.017 0.013 0.377
H 1.395 0.328 -3.666 0.015 -0.026 0.012 -0.057
H 0.949 -0.375 -5.228 0.001 0.005 0.005 0.514
H 0.516 -1.225 -3.744 0.020 -0.020 -0.001 0.099
H -3.110 1.929 -3.063 0.005 -0.010 0.006 0.538
H -4.223 2.436 -0.932 -0.009 0.009 -0.011 0.468
H -2.563 2.740 1.602 -0.008 0.022 -0.004 -0.074
H -4.016 3.620 1.140 0.003 -0.001 0.000 0.520
H -2.519 3.861 0.234 0.002 0.004 0.019 0.349
H -3.697 0.371 1.247 0.013 -0.017 0.028 0.122
H -4.699 0.152 -0.189 0.000 -0.007 0.019 0.386
H -5.176 1.314 1.057 0.004 -0.007 -0.003 0.445
H -1.568 1.010 1.643 0.036 -0.085 -0.029 -1.001
H 2.677 3.286 1.696 0.000 -0.014 -0.013 0.626
H -0.515 1.657 3.328 -0.005 0.004 -0.006 -0.742
H 2.207 2.683 4.255 -0.001 -0.004 0.006 0.369
H 1.670 1.008 4.396 -0.003 0.010 0.005 0.362
H 0.832 2.286 5.290 0.020 -0.001 0.008 0.420
H 0.806 4.393 3.033 -0.013 0.008 -0.002 0.373
H -0.599 4.012 4.031 0.006 0.005 -0.004 0.427
H -0.716 3.932 2.267 -0.004 0.000 -0.003 0.284
H 2.344 2.658 -1.835 -0.030 -0.013 0.017 0.006
H 4.473 3.612 0.129 -0.001 0.012 0.001 0.387
H 2.954 4.441 -0.245 0.012 0.015 0.002 0.448
H 4.182 4.240 -1.493 0.001 0.015 0.011 0.453
H 4.835 1.104 -1.036 -0.025 -0.037 -0.014 0.437
H 4.797 2.243 -2.376 0.023 -0.003 0.023 0.454
H 3.741 0.871 -2.444 -0.015 -0.024 -0.010 0.006
H -2.262 -3.994 2.010 -0.014 0.006 -0.012 0.486
H -2.076 -2.466 3.979 -0.012 -0.019 -0.008 0.527
H 0.084 -0.367 3.541 -0.005 -0.024 0.025 -0.043
H 0.302 -2.043 4.032 0.012 0.011 -0.001 0.437
H -0.467 -0.894 5.137 0.003 -0.001 -0.004 0.398
H -2.512 0.509 3.471 0.008 0.017 -0.023 0.109
H -2.947 -0.429 4.897 0.001 0.014 -0.005 0.481
H -3.758 -0.736 3.361 -0.011 0.007 0.004 0.384
H -2.683 -3.993 -1.245 -0.019 -0.037 0.046 0.240
H -0.379 -5.601 -0.051 0.001 0.009 -0.012 0.298
H -1.538 -6.215 -1.240 -0.005 -0.007 0.013 0.445
H -2.088 -5.756 0.369 0.001 0.002 0.010 0.351
H 0.252 -4.014 -2.023 0.050 0.006 -0.014 0.054
H -0.905 -2.741 -2.495 0.015 -0.009 -0.015 0.048
H -1.153 -4.402 -3.022 0.040 -0.028 0.001 0.526
N 3.239 -1.373 -1.941 -0.088 -0.270 -0.069 -0.299
N 3.678 -2.695 -1.804 -0.229 -0.248 0.095 -0.443
C 3.161 -3.491 -0.842 -0.060 0.302 -0.057 0.680
N 3.735 -4.685 -0.692 0.057 -0.053 0.009 -0.420
S 1.861 -3.023 0.121 0.228 -0.203 0.101 -0.360
H 3.166 -1.151 -2.927 0.005 -0.008 -0.099 0.344
H 3.917 -0.758 -1.511 -0.091 0.169 0.080 0.215
H 4.499 -2.986 -2.311 0.065 0.049 -0.018 0.218
H 4.571 -4.952 -1.186 -0.013 -0.026 -0.005 0.187
H 3.376 -5.308 0.010 -0.006 0.004 0.000 0.213
```
Forces are in eV/Å.

Properties
HOMO energy (spin up / spin down): -10.869 / -10.956 eV
Calculated total energy: -2141.1258 Ha
ΔE to the lowest compared entry with this formula, charge and spin: 81.85 kJ/mol
Total charge: +1
Strongest force on any atom: 0.0080 Eh/bohr
⟨S²⟩: 2.01
2S+1: 3
Gap between HOMO and LUMO (spin up / spin down): 8.497 / 6.929 eV